Entry from the OMol25 dataset: 4 unconnected molecules or ions with the total composition C33H28BrNO16 in a non-equilibrium geometry (ωB97M-V/def2-TZVPD).

Calculated values
DFT total energy = -5106.84210 Eh
HOMO-LUMO gap = 7.79 eV
SMILES string = C[C@H](Br)C[C@]1(OC#N)OC(=O)O[C@@H]1CCc1ccccc1.O=C1C=C(O)C(=O)C=C1O.O=C1C=C(O)C(=O)C=C1O.O=C1C=C(O)C(=O)C=C1O

```
79
C33H28BrNO16 | the OMol25 dataset | ωB97M-V/def2-TZVPD
C 4.730 -0.442 4.202
C 4.392 -1.049 5.560
Br 4.696 -3.016 5.415
C 2.997 -0.812 6.191
C 1.842 -0.171 5.404
O 0.850 -1.261 5.233
C 1.276 -2.118 4.336
N 1.494 -2.603 3.298
O 1.937 0.432 4.153
C 0.636 0.914 3.890
O 0.161 1.146 2.833
O 0.021 1.080 5.115
C 1.053 0.967 6.133
C 1.635 2.402 6.176
C 3.150 2.570 6.492
C 4.047 2.956 5.306
C 5.366 3.329 5.613
C 6.246 3.711 4.622
C 5.884 3.708 3.269
C 4.579 3.344 2.978
C 3.672 2.991 3.973
H 4.146 -0.877 3.376
H 5.779 -0.687 3.968
H 4.651 0.654 4.191
H 5.159 -0.728 6.278
H 2.639 -1.778 6.570
H 3.138 -0.231 7.119
H 0.689 0.575 7.090
H 1.089 2.926 6.979
H 1.422 2.997 5.279
H 3.237 3.410 7.202
H 3.626 1.715 6.991
H 5.711 3.352 6.649
H 7.264 4.034 4.850
H 6.578 3.998 2.482
H 4.277 3.349 1.927
H 2.659 2.744 3.666
O 0.408 -1.235 -0.615
C -0.756 -0.918 -0.776
C -1.259 -0.365 -2.027
C -2.544 -0.020 -2.149
O -3.020 0.489 -3.299
C -3.510 -0.183 -1.010
O -4.666 0.161 -1.155
C -3.010 -0.758 0.234
C -1.723 -1.107 0.352
O -1.235 -1.638 1.473
H -0.558 -0.250 -2.833
H -3.970 0.663 -3.143
H -3.718 -0.887 1.041
H -0.285 -1.798 1.301
O 0.147 -2.728 -8.221
C 0.319 -3.140 -7.090
C 0.128 -2.313 -5.905
C 0.349 -2.820 -4.686
O 0.184 -2.093 -3.577
C 0.798 -4.237 -4.494
O 1.000 -4.640 -3.366
C 0.965 -5.071 -5.678
C 0.741 -4.565 -6.896
O 0.881 -5.297 -8.004
H -0.193 -1.292 -6.057
H 0.409 -2.688 -2.834
H 1.272 -6.096 -5.526
H 0.663 -4.699 -8.744
O -6.194 0.540 -4.127
C -6.672 0.830 -5.207
C -8.012 1.384 -5.347
C -8.502 1.672 -6.558
O -9.724 2.182 -6.725
C -7.705 1.436 -7.803
O -8.207 1.699 -8.880
C -6.356 0.904 -7.665
C -5.861 0.618 -6.454
O -4.624 0.132 -6.306
H -8.580 1.548 -4.442
H -9.833 2.295 -7.688
H -5.785 0.755 -8.570
H -4.493 0.002 -5.349
```